1.
C23H48NOP3SW | wB97M-V/def2-TZVPD

Each line ends with the Mulliken charge.
CARTESIAN COORDINATES (ANGSTROEM)
W 0.062 1.552 -1.424  0.653
P 1.777 2.272 -0.194  1.127
P -1.262 1.076 0.667  0.685
P -1.299 3.088 -2.423  0.713
H 0.033 -0.333 -3.428  0.226
C 0.265 0.724 -3.344  -0.499
C 1.634 1.152 -2.778  -1.162
H 2.597 0.646 -2.742  0.367
C 2.729 1.106 0.875  -1.235
C 1.445 3.594 1.017  -1.465
C 3.076 3.080 -1.199  -1.664
C -2.737 0.051 0.410  -1.423
C -0.322 0.316 2.055  -1.100
C -1.914 2.660 1.318  -1.278
C -1.093 3.512 -4.230  -1.310
C -1.158 4.699 -1.566  -1.223
C -3.080 2.614 -2.259  -1.213
H -0.033 1.412 -4.138  0.341
H 1.933 2.172 -3.049  0.790
H 2.579 0.025 0.725  0.109
H 2.508 1.340 1.924  0.498
H 3.775 1.368 0.674  0.576
H 1.124 3.159 1.970  0.476
H 0.722 4.334 0.658  0.352
H 2.418 4.080 1.159  0.507
H 3.466 2.498 -2.039  0.482
H 3.929 3.239 -0.540  0.607
H 2.724 4.038 -1.585  0.420
H -3.354 0.107 1.313  0.627
H -2.458 -0.990 0.203  0.482
H -3.325 0.429 -0.437  0.387
H -1.049 0.056 2.835  0.552
H 0.403 1.034 2.465  0.370
H 0.236 -0.601 1.794  0.121
H -2.607 2.437 2.137  0.563
H -2.476 3.228 0.568  0.337
H -1.131 3.324 1.702  0.302
H -1.937 4.135 -4.554  0.514
H -1.113 2.622 -4.882  0.520
H -0.145 4.063 -4.368  0.461
H -1.827 5.411 -2.072  0.500
H -0.128 5.078 -1.599  0.426
H -1.481 4.605 -0.516  0.357
H -3.663 3.334 -2.857  0.540
H -3.382 2.684 -1.200  0.410
H -3.242 1.589 -2.638  0.322
C -0.541 -2.330 -2.240  -0.027
C -1.850 -1.932 -2.503  0.391
C -2.505 -2.370 -3.650  -0.854
C -1.803 -3.219 -4.531  -0.485
C -0.452 -3.545 -4.297  -0.773
C 0.209 -3.086 -3.160  -0.378
S 0.269 -1.873 -0.706  0.127
H -0.233 -2.903 0.055  0.556
H -2.380 -1.340 -1.749  0.034
H -3.552 -2.120 -3.803  0.485
H -2.315 -3.626 -5.397  0.450
H 0.067 -4.202 -4.997  0.447
H 1.245 -3.344 -2.898  0.468
O 2.730 -2.225 1.840  -0.329
C 2.063 -2.967 2.564  0.427
C 2.636 -3.804 3.710  -0.726
C 2.187 -3.245 5.069  -0.481
C 0.770 -3.691 5.490  -0.712
C -0.362 -3.256 4.546  -0.446
C -0.237 -3.890 3.147  -0.568
N 0.714 -3.109 2.343  0.562
H 2.331 -4.860 3.560  0.391
H 3.728 -3.724 3.620  0.369
H 2.894 -3.645 5.814  0.342
H 2.250 -2.134 5.051  0.324
H 0.740 -4.793 5.590  0.335
H 0.570 -3.246 6.475  0.361
H -1.325 -3.589 4.971  0.370
H -0.399 -2.151 4.468  0.219
H 0.076 -4.957 3.213  0.377
H -1.216 -3.826 2.639  0.387
H 0.474 -3.013 1.356  -0.790

Force components x, y, z for each atom (eV/Å):
W -2.646 -3.242 -0.125
P 4.604 1.856 1.721
P 0.069 -0.768 1.025
P -2.365 3.621 -2.586
H 0.040 0.016 -0.064
C 3.511 0.811 0.188
C -1.864 -1.014 -1.577
H -0.473 -0.847 0.350
C -0.047 -0.425 -0.052
C -0.348 0.049 0.003
C 0.410 0.005 -0.002
C -0.099 -0.080 -0.190
C 0.042 -0.018 0.149
C 0.049 0.331 -0.003
C 0.278 -0.293 0.100
C -0.102 -0.043 0.285
C 0.330 -0.481 0.332
H -0.197 -0.740 0.256
H -0.684 0.256 -0.076
H 0.049 0.436 -0.190
H 0.082 -0.028 -0.322
H -0.150 -0.270 0.121
H -0.004 0.257 -0.173
H 0.223 -0.052 0.159
H -0.220 0.029 0.110
H -0.116 0.049 0.396
H -0.027 0.328 0.095
H 0.034 0.050 0.090
H 0.065 -0.027 -0.091
H -0.046 0.344 0.199
H 0.086 -0.099 0.254
H 0.118 0.165 -0.044
H -0.399 -0.177 -0.065
H -0.406 0.576 -0.194
H 0.102 -0.073 -0.041
H 0.049 -0.341 0.192
H -0.116 -0.298 -0.034
H 0.182 0.077 0.379
H -0.004 0.440 0.389
H -0.401 -0.225 0.004
H 0.166 -0.109 0.104
H -0.261 -0.049 -0.090
H 0.172 0.175 -0.452
H 0.253 -0.243 0.171
H -0.013 -0.048 -0.574
H -0.063 0.458 0.074
C 0.572 -0.252 -0.535
C -0.305 0.087 0.490
C 0.706 -0.558 -0.118
C 0.143 0.403 0.417
C -0.339 -0.057 -0.240
C -0.417 0.101 0.676
S -0.255 -0.188 -0.408
H -0.192 0.710 -0.743
H 0.118 -0.266 -0.463
H 0.228 -0.065 -0.135
H 0.131 0.053 0.074
H -0.134 0.250 0.169
H -0.531 -0.008 -0.422
O -0.761 -0.962 0.660
C 0.792 0.375 -0.038
C 0.699 -0.084 -0.017
C -0.731 0.061 0.156
C 0.037 0.163 -0.080
C 0.304 -0.129 0.703
C -0.166 0.359 -0.061
N -0.552 -0.884 -0.064
H 0.136 0.509 0.021
H -0.320 -0.129 -0.074
H -0.055 0.373 -0.270
H 0.133 -0.625 0.235
H 0.048 0.489 0.079
H 0.034 -0.296 -0.169
H 0.313 0.125 -0.262
H -0.054 -0.462 -0.073
H -0.126 0.493 -0.054
H 0.584 -0.223 -0.099
H 0.099 0.301 0.445

Summary:
gap between HOMO and LUMO (spin up / spin down): 5.17 / 4.27 eV
spin multiplicity: 3
<S²>: 2.0342
total charge: +4
HOMO (spin up / spin down): -0.7099 / -0.7098 hartree


2.
C23H49AuN3OP4 | wB97M-V/def2-TZVPD

Each line ends with the Mulliken charge.
CARTESIAN COORDINATES (ANGSTROEM)
Au -0.468 0.257 -2.714  0.691
P 1.527 0.905 0.930  0.856
P -1.383 2.480 -2.299  0.655
P 1.889 -0.606 -2.977  0.603
H -1.816 -3.492 0.428  0.225
C -0.788 -3.815 0.219  -0.542
C 0.261 -3.401 0.948  -0.409
H 0.147 -2.732 1.808  0.117
C 1.271 1.358 2.699  -1.425
C 2.432 2.427 0.404  -1.218
C 2.961 -0.230 1.157  -1.172
C -3.143 2.555 -2.751  -1.064
C -1.325 3.080 -0.578  -0.343
C -0.613 3.816 -3.273  -1.387
C 2.229 -2.087 -2.013  -0.804
C 3.353 0.480 -2.864  -1.280
C 1.867 -1.155 -4.706  -1.130
H -0.661 -4.524 -0.610  0.334
H 1.274 -3.755 0.732  0.398
H 0.752 0.540 3.216  0.369
H 0.658 2.265 2.769  0.332
H 2.247 1.531 3.171  0.609
H 1.715 3.248 0.274  0.365
H 2.944 2.262 -0.553  0.302
H 3.165 2.708 1.171  0.429
H 2.579 -1.252 1.276  0.206
H 3.515 0.054 2.061  0.511
H 3.635 -0.202 0.292  0.331
H -3.278 3.300 -3.548  0.484
H -3.742 2.832 -1.873  0.419
H -3.437 1.560 -3.115  0.039
H -1.188 4.171 -0.560  0.555
H -0.496 2.603 -0.037  -0.482
H -2.270 2.835 -0.072  0.119
H -1.336 4.633 -3.411  0.459
H -0.313 3.428 -4.254  0.393
H 0.270 4.198 -2.742  0.388
H 2.601 -2.861 -2.710  0.538
H 1.340 -2.479 -1.506  -0.127
H 2.997 -1.873 -1.255  0.421
H 4.148 0.113 -3.528  0.462
H 3.719 0.524 -1.830  0.280
H 3.055 1.488 -3.183  0.426
H 2.793 -1.715 -4.921  0.497
H 1.820 -0.280 -5.371  0.410
H 1.002 -1.801 -4.913  0.279
C -2.631 -1.082 -4.501  0.519
C -3.661 -0.869 -5.465  -0.376
C -3.684 -1.625 -6.622  -0.416
C -2.755 -2.653 -6.837  -0.464
C -1.795 -2.934 -5.858  -0.597
C -1.751 -2.200 -4.682  -0.640
O -2.478 -0.249 -3.506  -0.515
H 1.096 0.528 -2.078  0.236
H -4.379 -0.073 -5.280  0.435
H -4.434 -1.422 -7.385  0.418
H -2.801 -3.247 -7.749  0.438
H -1.079 -3.745 -6.006  0.425
H -1.027 -2.430 -3.897  0.879
C -3.477 -0.089 4.391  -0.924
N -3.604 1.187 3.652  0.178
C -4.796 1.137 2.778  -0.859
N -4.763 -0.011 1.846  0.207
C -4.619 -1.264 2.619  -0.918
N -3.420 -1.259 3.485  0.198
C -2.176 -1.286 2.718  -1.179
P -1.996 0.205 1.594  1.193
C -2.395 1.512 2.907  -0.929
C -3.714 0.128 0.838  -1.052
H -4.366 -0.198 5.032  0.326
H -2.560 -0.062 4.995  0.389
H -4.852 2.068 2.198  0.378
H -5.683 1.026 3.423  0.300
H -4.551 -2.106 1.916  0.376
H -5.505 -1.365 3.266  0.323
H -1.323 -1.289 3.415  0.353
H -2.113 -2.198 2.107  0.408
H -2.515 2.483 2.405  0.389
H -1.539 1.587 3.594  0.535
H -3.740 -0.733 0.154  0.486
H -3.886 1.037 0.242  0.355

Force components x, y, z for each atom (eV/Å):
Au 0.830 1.126 0.703
P 0.567 0.330 0.389
P -0.496 0.552 0.123
P 1.151 -1.168 -0.420
H 0.447 -0.204 -0.061
C 0.544 0.238 0.188
C -0.546 -0.170 -0.422
H 0.046 -0.250 -0.323
C -0.338 -0.108 -0.133
C -0.269 0.007 -0.121
C -0.255 -0.335 -0.060
C -0.199 -0.237 -0.176
C 0.193 0.017 0.344
C 0.285 -0.130 -0.068
C 0.137 -0.469 0.317
C -0.264 0.243 -0.024
C -0.432 0.260 -0.596
H -0.082 0.308 0.404
H -0.375 0.071 0.148
H 0.185 0.177 0.026
H 0.160 -0.161 0.039
H -0.312 0.021 -0.025
H 0.260 -0.070 0.043
H -0.078 0.107 0.237
H -0.111 -0.035 -0.237
H 0.250 0.140 0.045
H -0.011 -0.095 -0.299
H -0.118 -0.009 0.235
H -0.092 -0.224 0.273
H 0.099 -0.012 -0.341
H -0.130 0.597 0.170
H -0.120 -0.285 -0.006
H -0.257 0.189 -0.138
H 0.280 0.067 -0.143
H 0.237 -0.227 0.100
H -0.070 0.235 0.204
H -0.165 -0.097 -0.232
H -0.056 0.356 0.354
H 0.126 0.157 -0.111
H -0.269 -0.124 -0.276
H -0.226 0.000 0.196
H -0.113 -0.027 -0.309
H 0.222 -0.201 0.030
H -0.230 0.280 0.270
H 0.012 -0.267 0.118
H 0.299 0.230 0.120
C 0.451 0.533 1.140
C -0.334 -0.060 -0.674
C -0.524 0.561 0.262
C -0.175 0.019 -0.176
C 0.690 -0.026 1.220
C 0.278 -0.474 -0.932
O 0.324 -1.539 -1.291
H -1.292 -0.083 -0.408
H 0.142 -0.139 -0.126
H 0.135 -0.039 0.226
H 0.043 0.176 0.217
H -0.315 0.195 0.014
H -0.208 0.063 -0.152
C 0.010 -0.012 -0.323
N 0.014 -0.853 -0.687
C 0.281 -0.198 -0.018
N 0.673 0.024 0.599
C 0.293 0.200 0.031
N -0.302 0.759 -0.345
C 0.584 -0.563 0.081
P -1.560 -0.055 1.391
C 0.486 0.798 0.236
C -0.241 -0.021 -0.900
H 0.423 0.033 -0.128
H -0.354 -0.013 -0.039
H -0.114 -0.226 0.231
H 0.285 0.158 -0.308
H -0.142 0.162 0.273
H 0.319 -0.098 -0.318
H -0.210 -0.061 -0.172
H -0.100 0.228 0.255
H 0.044 -0.220 0.153
H -0.254 -0.005 -0.177
H -0.082 0.216 0.126
H 0.018 -0.243 0.160

Summary:
gap between HOMO and LUMO (spin up / spin down): 7.82 / 4.78 eV
spin multiplicity: 3
<S²>: 2.0357
total charge: +3
HOMO (spin up / spin down): -0.6013 / -0.5885 hartree


3.
C23H49N4O6S | wB97M-V/def2-TZVPD

Each line ends with the Mulliken charge.
CARTESIAN COORDINATES (ANGSTROEM)
C -2.252 4.952 1.862  -0.791
O -1.449 3.964 2.474  -0.380
C -0.152 3.788 1.939  1.207
C 0.950 4.147 2.954  -1.190
C 1.707 2.924 3.485  -0.542
C 0.884 2.107 4.507  -0.814
C 0.877 0.596 4.260  -1.151
C -0.181 0.160 3.235  0.310
C 0.229 -1.101 2.473  -1.020
C -0.706 -1.513 1.318  1.245
C -1.672 -0.440 0.811  -1.503
C -0.988 0.579 -0.097  -1.008
N -0.630 -0.085 -1.369  1.330
C -1.698 -0.247 -2.383  -1.088
C -1.664 0.805 -3.496  -0.410
C -1.576 2.268 -3.033  -1.008
C -0.150 2.807 -2.882  0.490
O -0.107 4.099 -3.435  -0.469
C 1.169 4.700 -3.321  -0.663
C 0.533 -0.617 -1.524  -1.734
N 1.535 -0.516 -0.548  0.198
C 2.242 -1.810 -0.612  -0.580
C 1.625 -2.516 -1.856  -0.633
N 0.868 -1.476 -2.591  0.380
C 1.576 -0.701 -3.670  0.120
C 2.911 -1.263 -4.155  -1.277
N 4.014 -0.906 -3.261  -0.462
H -2.886 5.404 2.629  0.266
H -2.902 4.521 1.087  0.247
H -1.644 5.745 1.406  0.373
H -0.054 2.730 1.649  -1.059
H -0.035 4.379 1.019  0.600
H 0.448 4.633 3.797  0.378
H 1.643 4.868 2.509  0.356
H 2.003 2.280 2.643  0.247
H 2.640 3.261 3.950  0.450
H -0.150 2.479 4.517  0.370
H 1.277 2.296 5.513  0.473
H 0.697 0.079 5.210  0.472
H 1.872 0.270 3.926  0.368
H -1.109 -0.062 3.779  0.230
H -0.398 0.996 2.559  -0.250
H 0.254 -1.923 3.199  0.330
H 1.260 -0.996 2.112  0.383
H -1.265 -2.417 1.557  0.019
H -0.081 -1.825 0.459  -0.716
H -2.465 -0.937 0.240  0.628
H -2.176 0.101 1.617  0.555
H -0.075 0.964 0.353  0.544
H -1.648 1.419 -0.320  0.252
H -2.644 -0.202 -1.842  0.531
H -1.590 -1.249 -2.804  0.458
H -0.846 0.575 -4.185  0.117
H -2.590 0.661 -4.062  0.453
H -2.126 2.397 -2.096  0.251
H -2.071 2.906 -3.771  0.471
H 0.563 2.155 -3.418  0.014
H 0.158 2.845 -1.822  0.087
H 1.195 5.550 -4.004  0.288
H 1.966 3.998 -3.602  0.276
H 1.353 5.053 -2.297  0.225
H 2.144 0.267 -0.785  0.391
H 3.323 -1.669 -0.624  0.548
H 1.998 -2.397 0.277  0.214
H 2.314 -3.063 -2.496  0.393
H 0.894 -3.247 -1.496  0.275
H 0.892 -0.611 -4.517  0.286
H 1.794 0.309 -3.298  0.198
H 2.849 -2.343 -4.327  0.366
H 3.079 -0.817 -5.140  0.608
H 4.333 -1.694 -2.714  0.194
H 4.809 -0.552 -3.777  0.241
C -2.129 -7.658 1.283  -0.344
C -3.031 -6.905 2.243  -0.329
O -2.385 -5.622 2.368  -0.304
S -1.706 -5.217 0.991  1.249
O -2.553 -4.346 0.250  -0.568
O -0.361 -4.833 1.250  -0.538
O -1.751 -6.655 0.318  -0.311
H -1.231 -8.034 1.772  0.290
H -2.637 -8.459 0.754  0.308
H -3.081 -7.353 3.230  0.298
H -4.034 -6.761 1.839  0.291

Force components x, y, z for each atom (eV/Å):
C -0.102 0.147 -0.081
O -0.037 -0.029 0.061
C 0.161 -0.053 -0.124
C -0.135 -0.132 0.020
C -0.052 0.006 -0.003
C 0.028 0.064 0.130
C 0.032 -0.027 0.074
C 0.117 -0.188 0.228
C -0.067 -0.125 0.140
C 0.135 -0.139 -0.320
C -0.125 -0.252 -0.155
C 0.012 0.227 0.185
N 0.113 0.256 -0.359
C 0.055 -0.104 -0.107
C -0.114 -0.019 0.078
C 0.027 -0.058 -0.036
C -0.056 -0.024 0.096
O 0.086 -0.033 -0.015
C 0.053 0.042 0.005
C 0.085 -0.194 -0.150
N 0.076 -0.102 -0.356
C 0.160 -0.204 0.068
C -0.177 -0.136 0.128
N 0.161 0.094 0.457
C -0.026 0.051 -0.140
C -0.039 -0.020 -0.064
N -0.085 -0.022 0.116
H 0.072 -0.097 -0.084
H 0.114 0.030 0.057
H -0.060 -0.086 0.085
H 0.034 0.224 0.032
H -0.063 -0.021 0.106
H 0.151 0.117 -0.144
H -0.041 -0.072 0.067
H -0.052 0.093 0.063
H -0.076 -0.110 -0.062
H 0.092 -0.124 -0.010
H -0.053 0.056 -0.137
H 0.017 -0.011 -0.159
H -0.098 0.104 0.043
H -0.001 0.252 -0.183
H 0.092 -0.179 0.112
H 0.116 0.068 -0.141
H -0.165 0.134 -0.020
H -0.075 0.236 0.189
H -0.397 -0.091 0.464
H 0.024 0.087 0.063
H 0.143 -0.100 -0.051
H -0.146 -0.029 -0.041
H 0.097 -0.108 -0.078
H 0.122 0.065 0.034
H -0.023 0.113 0.053
H -0.094 0.105 0.057
H 0.117 -0.021 0.059
H -0.065 0.079 -0.153
H 0.100 -0.086 0.050
H -0.067 0.105 0.082
H 0.017 -0.065 -0.106
H -0.031 -0.075 0.115
H -0.093 0.070 0.002
H -0.014 -0.071 -0.088
H -0.023 0.014 0.226
H -0.137 0.080 -0.218
H 0.038 0.144 -0.025
H 0.072 0.230 0.064
H 0.069 0.052 -0.118
H 0.051 -0.101 0.103
H -0.048 -0.091 -0.140
H -0.080 0.114 -0.064
H 0.002 -0.012 0.141
H 0.057 0.004 -0.088
H -0.035 -0.047 0.047
C 0.006 -0.068 0.089
C -0.078 -0.074 -0.037
O 0.088 0.022 -0.026
S -0.004 -0.080 -0.055
O 0.087 -0.023 0.005
O -0.017 0.039 -0.010
O -0.074 0.073 -0.006
H -0.007 0.009 0.006
H 0.007 0.044 -0.054
H 0.039 0.056 0.017
H 0.010 -0.003 -0.006

Summary:
gap between HOMO and LUMO: 9.03 eV
total charge: +1
HOMO: -0.4254 hartree